{
  "formula": "C23H20F2FeN3O3S2Te",
  "method": "wB97M-V/def2-TZVPD",
  "multiplicity": 6,
  "e_tot_ev": -103563.03423,
  "charge": 0,
  "de_lowest_kcal_mol": 137.7,
  "homo_ev": [-5.99, -5.99],
  "max_force_ev_per_a": 3.8,
  "s2": 8.862,
  "species": ["Fe", "F", "C", "C", "C", "C", "C", "F", "C", "C", "C", "C", "C", "C", "N", "H", "H", "H", "H", "H", "H", "O", "N", "O", "C", "O", "C", "S", "S", "H", "H", "H", "C", "C", "N", "H", "H", "H", "C", "Te", "C", "C", "C", "C", "C", "C", "C", "H", "H", "H", "H", "H", "H", "H", "H"],
  "coordinates": [[8.1004, 11.2225, 15.2265], [6.3926, 16.1029, 16.1188], [6.9379, 14.8844, 16.5250], [7.3323, 13.9534, 15.5138], [8.2467, 12.9144, 16.0681], [8.5393, 12.7279, 17.3716], [7.9772, 13.6877, 18.2335], [8.3695, 13.5938, 19.5287], [7.1394, 14.7159, 17.8732], [8.9754, 11.3708, 17.7679], [9.2722, 10.9150, 19.0730], [9.5335, 9.5637, 19.2907], [9.6617, 8.7364, 18.1481], [9.3248, 9.2023, 16.9177], [8.9284, 10.4789, 16.7359], [7.6011, 14.4402, 14.5404], [6.7710, 15.4135, 18.6041], [9.5207, 11.6866, 19.8201], [9.7346, 9.1004, 20.2627], [9.8168, 7.6675, 18.2376], [9.2955, 8.5498, 16.0446], [9.8893, 5.3667, 14.4995], [10.5626, 5.0922, 13.5280], [10.5832, 4.0988, 12.8110], [14.2884, 4.7820, 16.5573], [13.5713, 5.8483, 15.9365], [12.6998, 6.5039, 16.7308], [11.9374, 5.8689, 18.0706], [12.6222, 8.1057, 16.2378], [15.1664, 4.5807, 15.9480], [13.6272, 3.9025, 16.6386], [14.6168, 5.1149, 17.5552], [4.7890, 13.5463, 14.6667], [6.1572, 12.9739, 14.9203], [6.4942, 11.7814, 14.6622], [4.2927, 13.3371, 13.6757], [4.7368, 14.6222, 14.8323], [4.1182, 13.1038, 15.4150], [8.0828, 8.3715, 13.1766], [9.5938, 9.8719, 13.7436], [8.6062, 10.8633, 11.9842], [7.6921, 9.9336, 11.3300], [7.1719, 10.2362, 10.0338], [6.6153, 9.2204, 9.2595], [6.5170, 7.9033, 9.7435], [6.9195, 7.6344, 11.0462], [7.4873, 8.6391, 11.8455], [7.3857, 8.3829, 13.9724], [8.6737, 7.4480, 13.2313], [9.5360, 11.0749, 11.3832], [8.2024, 11.8240, 12.2996], [7.0893, 11.2934, 9.8453], [6.1981, 9.5159, 8.2776], [6.2261, 7.1091, 9.1097], [6.7084, 6.6832, 11.5335]]
}

***

{
  "formula": "C23H20FeN2O4P",
  "method": "wB97M-V/def2-TZVPD",
  "multiplicity": 2,
  "e_tot_ev": -79021.18776,
  "charge": 0,
  "homo_ev": [-8.43, -8.40],
  "max_force_ev_per_a": 2.7,
  "s2": 0.829,
  "species": ["Fe", "N", "C", "C", "O", "N", "C", "C", "O", "O", "H", "H", "H", "H", "H", "H", "O", "C", "C", "C", "C", "C", "C", "C", "P", "C", "C", "C", "C", "C", "C", "C", "C", "C", "C", "C", "C", "H", "H", "H", "H", "H", "H", "H", "H", "H", "H", "H", "H", "H", "H"],
  "coordinates": [[-0.1577, 0.0099, -0.1038], [-2.1946, -0.4889, -0.3181], [-2.7876, 0.8555, -0.1796], [-1.7754, 1.8835, -0.7361], [-1.8991, 3.0627, -0.4515], [-0.8304, 1.2565, -1.4730], [0.2573, 2.1195, -1.9325], [1.4763, 1.2241, -1.9900], [2.3226, 1.2691, -2.8627], [1.5015, 0.3515, -1.0111], [-2.7131, -1.1730, 0.2179], [-2.1963, -0.7474, -1.3001], [-3.7134, 1.0797, -0.7160], [-2.9423, 1.0570, 0.8786], [0.0656, 2.5719, -2.9048], [0.4389, 2.9262, -1.2143], [0.0942, 1.0754, 1.9426], [0.1924, -0.1053, 1.7191], [0.4222, -1.2643, 2.5946], [0.4430, -1.2499, 3.9829], [0.5222, -2.4600, 4.6532], [0.5714, -3.6593, 3.9457], [0.5757, -3.6667, 2.5566], [0.5240, -2.4556, 1.8832], [0.7075, -2.1255, 0.0990], [0.0089, -3.5492, -0.7782], [0.8129, -4.3698, -1.5632], [0.2613, -5.4634, -2.2177], [-1.0894, -5.7456, -2.0858], [-1.8965, -4.9328, -1.2995], [-1.3505, -3.8368, -0.6534], [2.5047, -2.1375, -0.1472], [3.3746, -2.5721, 0.8467], [4.7400, -2.3461, 0.7257], [5.2157, -1.6310, -0.3615], [4.3478, -1.1944, -1.3556], [2.9913, -1.4745, -1.2798], [0.3701, -0.3110, 4.5162], [0.5263, -2.4778, 5.7350], [0.6155, -4.5954, 4.4871], [0.6400, -4.6001, 2.0103], [1.8694, -4.1525, -1.6573], [0.8909, -6.0962, -2.8291], [-1.5162, -6.6006, -2.5935], [-2.9503, -5.1541, -1.1915], [-1.9820, -3.2136, -0.0322], [2.9917, -3.0721, 1.7264], [5.4178, -2.7010, 1.4906], [6.2742, -1.4184, -0.4465], [4.7112, -0.6232, -2.1997], [2.4603, -1.5561, -2.2181]]
}

***

{
  "formula": "C23H20I3MnN3O",
  "method": "wB97M-V/def2-TZVPD",
  "multiplicity": 4,
  "e_tot_ev": -86300.79243,
  "charge": 2,
  "homo_ev": [-13.56, -13.65],
  "max_force_ev_per_a": 0.1,
  "s2": 4.016,
  "species": ["Mn", "I", "C", "C", "C", "I", "C", "C", "C", "C", "N", "C", "C", "O", "H", "H", "H", "H", "C", "N", "C", "C", "C", "C", "C", "C", "C", "C", "H", "H", "H", "H", "H", "H", "H", "H", "H", "H", "H", "H", "I", "C", "C", "C", "C", "N", "C", "H", "H", "H", "H"],
  "coordinates": [[0.1745, -0.2770, -0.1954], [5.1860, 0.2672, -0.6967], [4.0132, 0.1680, 0.9988], [4.5931, 0.2254, 2.2899], [3.8343, 0.1819, 3.4294], [4.7748, 0.3039, 5.2760], [2.4142, 0.0651, 3.3361], [1.5030, 0.0819, 4.4032], [0.1488, 0.0277, 4.1498], [-0.3080, -0.0809, 2.8419], [0.5198, -0.1515, 1.8007], [1.8649, -0.0376, 2.0459], [2.6547, 0.0314, 0.8930], [1.9698, -0.0502, -0.2632], [5.6679, 0.3176, 2.3651], [1.8684, 0.1615, 5.4191], [-0.5711, 0.0748, 4.9537], [-1.3669, -0.0896, 2.6353], [-1.0844, -2.7245, -1.2385], [-1.4478, -1.5745, -0.3687], [-1.9229, -2.1245, 0.9294], [-2.5488, -0.7671, -0.9768], [-2.4736, 0.6235, -0.4183], [-3.5449, 1.5096, -0.3770], [-3.3512, 2.8076, 0.0772], [-2.0994, 3.2397, 0.5000], [-1.0144, 2.3688, 0.4856], [-1.2367, 1.0885, 0.0171], [-1.9403, -3.3953, -1.3328], [-0.2615, -3.2788, -0.7858], [-0.7995, -2.3774, -2.2270], [-2.6579, -2.9069, 0.7337], [-2.4047, -1.3390, 1.5030], [-1.0928, -2.5508, 1.4888], [-3.5094, -1.2504, -0.7852], [-2.3982, -0.7540, -2.0579], [-4.5266, 1.1866, -0.7021], [-4.1890, 3.4908, 0.1064], [-1.9642, 4.2533, 0.8528], [-0.0400, 2.6962, 0.8268], [3.0105, -1.9162, -5.0038], [1.5445, -0.7120, -4.1741], [0.8328, 0.2109, -4.9331], [-0.1253, 0.9951, -4.3119], [-0.3588, 0.8393, -2.9608], [0.3199, -0.0594, -2.2279], [1.2648, -0.8093, -2.8243], [1.0300, 0.3198, -5.9914], [-0.6869, 1.7328, -4.8672], [-1.0879, 1.4462, -2.4444], [1.8231, -1.4882, -2.1941]]
}

***

{
  "formula": "C23H20IInN2O6S",
  "method": "wB97M-V/def2-TZVPD",
  "multiplicity": 1,
  "e_tot_ev": -63553.35679,
  "charge": 0,
  "homo_ev": -8.78,
  "max_force_ev_per_a": 0.5,
  "species": ["In", "O", "C", "O", "C", "C", "C", "C", "C", "O", "C", "C", "O", "O", "H", "H", "H", "H", "H", "H", "H", "H", "S", "C", "C", "C", "C", "C", "C", "N", "C", "C", "C", "C", "C", "C", "C", "H", "H", "H", "H", "H", "H", "H", "H", "N", "C", "O", "C", "I", "H", "H", "H", "H"],
  "coordinates": [[-0.8665, -0.7216, -0.5470], [-0.0168, -4.6012, -1.7256], [0.0713, -3.5839, -1.0848], [-0.2349, -2.3875, -1.5568], [0.7259, -3.5786, 0.2992], [1.7928, -2.4670, 0.3512], [2.8028, -2.7351, 1.4546], [1.9504, -2.4674, 2.7195], [0.6179, -2.0240, 2.1224], [1.0413, -1.3370, 0.8958], [-0.1715, -3.1969, 1.5395], [-1.6034, -2.7754, 1.1434], [-1.8051, -1.4760, 1.2088], [-2.3932, -3.6019, 0.7488], [1.1712, -4.5618, 0.4314], [2.2022, -2.1867, -0.6142], [3.1924, -3.7505, 1.3986], [3.6414, -2.0428, 1.3847], [1.8243, -3.3493, 3.3469], [2.3826, -1.6771, 3.3323], [0.0264, -1.3450, 2.7246], [-0.2464, -4.0363, 2.2291], [-1.7802, 3.7819, 0.4505], [-0.2769, 3.5313, 1.2752], [0.5125, 4.4531, 1.9597], [1.6953, 4.0094, 2.5162], [2.0840, 2.6674, 2.3996], [1.2987, 1.7504, 1.7270], [0.1041, 2.1952, 1.1565], [-0.7984, 1.4127, 0.4424], [-1.8096, 2.1066, 0.0081], [-2.8482, 1.5200, -0.8611], [-4.0353, 2.2057, -1.1095], [-4.9956, 1.6222, -1.9155], [-4.7665, 0.3628, -2.4569], [-3.5798, -0.3131, -2.1996], [-2.5857, 0.2557, -1.4049], [0.2110, 5.4883, 2.0515], [2.3259, 4.7063, 3.0525], [3.0104, 2.3434, 2.8565], [1.5796, 0.7093, 1.6303], [-4.2196, 3.1794, -0.6678], [-5.9255, 2.1401, -2.1121], [-5.5254, -0.0979, -3.0775], [-3.4329, -1.2992, -2.6239], [2.4828, 2.0100, -1.7530], [1.6389, 1.0757, -2.2135], [0.9600, 0.3937, -1.4547], [1.5175, 0.9129, -3.7054], [3.2931, 0.0634, -4.5202], [2.5646, 2.1398, -0.7558], [3.1193, 2.4838, -2.3692], [1.3699, 1.8651, -4.2061], [0.7068, 0.2280, -3.9219]]
}

***

{
  "formula": "C23H20N2O2S",
  "method": "wB97M-V/def2-TZVPD",
  "multiplicity": 1,
  "e_tot_ev": -42081.61859,
  "charge": 0,
  "de_lowest_kcal_mol": 139.6,
  "homo_ev": -7.75,
  "max_force_ev_per_a": 5.2,
  "species": ["C", "C", "C", "C", "C", "S", "C", "N", "C", "O", "O", "C", "C", "H", "H", "H", "H", "H", "H", "H", "H", "C", "C", "N", "C", "C", "C", "C", "C", "C", "C", "C", "C", "C", "C", "C", "H", "H", "H", "H", "H", "H", "H", "H", "H", "H", "H", "H"],
  "coordinates": [[-0.5762, 2.7977, 4.9896], [-0.7538, 1.5529, 4.1407], [-1.0559, 1.6590, 2.7767], [-1.1474, 0.5448, 1.9330], [-1.0153, -0.7486, 2.4637], [-0.9639, -2.2147, 1.3684], [-2.4830, -3.0664, 0.9522], [-3.4057, -2.0976, 0.6086], [-4.2142, -1.1975, 0.6995], [-0.5369, -1.6648, 0.0939], [-0.2666, -3.3079, 2.0073], [-0.6348, -0.8843, 3.8112], [-0.5419, 0.2523, 4.6284], [-0.2958, 2.5295, 6.0118], [0.1958, 3.4700, 4.5895], [-1.5171, 3.3602, 5.0081], [-1.1661, 2.6498, 2.3350], [-1.3002, 0.6758, 0.8531], [-2.7723, -3.8296, 1.6745], [-0.3819, -1.8842, 4.1981], [-0.2343, 0.1049, 5.6645], [-1.7498, -5.4042, -0.3846], [-2.8844, -4.5937, -0.7853], [-4.0762, -5.2014, -0.8647], [-5.1560, -4.8896, -1.7438], [-5.1698, -4.1368, -2.9078], [-6.4022, -4.0466, -3.5822], [-7.5614, -4.6586, -3.1094], [-7.5322, -5.4210, -1.9426], [-6.3481, -5.5483, -1.2607], [-5.9617, -6.3280, -0.1159], [-4.5501, -6.1693, 0.0871], [-3.9098, -6.8498, 1.1315], [-4.7130, -7.6898, 1.9241], [-6.0793, -7.8413, 1.7165], [-6.7238, -7.1608, 0.6757], [-0.9369, -4.9586, -0.9588], [-1.5070, -5.2915, 0.6912], [-1.7883, -6.4933, -0.6047], [-2.7381, -3.7728, -1.4991], [-4.2425, -3.6406, -3.2677], [-6.4672, -3.4922, -4.4869], [-8.4854, -4.5544, -3.6516], [-8.4013, -5.9686, -1.5378], [-2.8497, -6.7340, 1.3065], [-4.2261, -8.2298, 2.7125], [-6.6420, -8.5056, 2.3616], [-7.7879, -7.2704, 0.4246]]
}